{"formula": "C29H46N6O7PSSeSiTi", "method": "wB97M-V/def2-TZVPD", "multiplicity": 2, "total_charge": 0, "homo_lumo_gap_ha": [0.223, 0.242], "de_lowest_ev": 1.351, "homo_energy_ha": [-0.2664, -0.2865], "species": ["Ti", "Se", "N", "C", "C", "C", "C", "C", "N", "C", "C", "N", "C", "C", "C", "C", "C", "N", "H", "H", "H", "H", "H", "H", "N", "N", "C", "O", "O", "H", "H", "H", "C", "P", "C", "C", "H", "H", "H", "H", "H", "H", "H", "H", "H", "O", "C", "O", "H", "C", "C", "C", "C", "O", "Si", "S", "O", "C", "C", "C", "C", "O", "C", "C", "C", "C", "H", "H", "H", "H", "H", "H", "H", "H", "H", "H", "H", "H", "H", "H", "H", "H", "H", "H", "H", "H", "H", "H", "H", "H", "H", "H", "H"], "xyz": [[-0.803, 0.324, 1.529], [-5.284, -5.650, 3.550], [-5.103, -4.726, 1.938], [-4.019, -3.992, 1.974], [-3.689, -3.006, 0.956], [-4.472, -2.738, -0.133], [-4.013, -1.754, -1.059], [-2.912, -0.952, -0.726], [-2.109, -1.205, 0.392], [-2.541, -2.178, 1.214], [-1.784, -2.369, 2.406], [-0.655, -1.568, 2.518], [0.037, -1.492, 3.689], [-0.385, -2.176, 4.796], [-1.422, -3.100, 4.637], [-2.097, -3.249, 3.442], [-3.246, -4.058, 3.232], [-3.673, -4.870, 4.140], [-5.438, -3.195, -0.357], [-4.576, -1.564, -1.967], [-2.634, -0.094, -1.326], [0.902, -0.848, 3.711], [0.032, -2.104, 5.803], [-1.764, -3.709, 5.459], [1.405, 2.085, 5.027], [0.880, 3.081, 4.190], [0.041, 2.698, 3.123], [-0.604, 3.484, 2.447], [0.221, 1.365, 2.839], [2.268, 2.487, 5.417], [1.611, 1.344, 4.335], [0.812, 4.031, 4.571], [1.512, -5.818, 1.158], [1.800, -4.048, 0.822], [3.540, -3.744, 1.540], [2.195, -4.241, -0.961], [2.216, -6.434, 0.599], [0.463, -6.099, 0.907], [1.645, -5.926, 2.259], [3.584, -3.945, 2.583], [3.859, -2.728, 1.340], [4.248, -4.448, 1.131], [3.126, -3.812, -1.328], [1.426, -3.709, -1.560], [2.125, -5.310, -1.201], [-2.556, 0.655, 2.976], [-3.073, 1.354, 2.050], [-2.536, 1.377, 0.887], [-4.064, 1.836, 2.100], [2.602, 4.089, 0.894], [2.619, 3.300, -0.403], [3.167, 4.074, -1.538], [3.386, 1.994, -0.103], [1.224, 2.965, -0.674], [0.596, 1.681, -1.438], [0.725, 0.064, -0.068], [-0.962, 2.097, -1.629], [-1.673, 3.160, -2.352], [-3.144, 2.751, -2.502], [-1.004, 3.374, -3.674], [-1.573, 4.363, -1.487], [1.359, 1.263, -2.813], [1.333, 0.160, -3.797], [1.535, 0.732, -5.185], [0.014, -0.550, -3.711], [2.482, -0.819, -3.366], [3.643, 4.281, 1.153], [2.074, 3.485, 1.651], [2.068, 5.060, 0.792], [4.228, 4.294, -1.448], [2.615, 5.041, -1.523], [2.919, 3.697, -2.528], [4.366, 2.246, 0.245], [3.508, 1.370, -1.003], [2.842, 1.405, 0.644], [-3.293, 1.933, -3.267], [-3.729, 3.593, -2.897], [-3.414, 2.371, -1.492], [-1.164, 2.432, -4.235], [0.067, 3.583, -3.545], [-1.434, 4.196, -4.292], [-1.854, 4.076, -0.515], [-2.176, 5.182, -1.908], [-0.537, 4.647, -1.394], [0.691, 1.369, -5.554], [1.582, -0.153, -5.841], [2.464, 1.310, -5.273], [-0.753, 0.177, -3.842], [-0.095, -1.071, -2.727], [-0.091, -1.281, -4.489], [3.437, -0.232, -3.287], [2.608, -1.616, -4.170], [2.248, -1.352, -2.478]]}

{"formula": "C26H46N7O9P", "method": "wB97M-V/def2-TZVPD", "multiplicity": 1, "total_charge": 0, "homo_lumo_gap_ha": 0.257, "smiles": "[H]/N=C(/C)CN1C(=O)c2c(CCCN)ccc(P(=O)(O)O)c2C1=O.CNC(C)=O.CNC(C)=O.CNC(C)=O.CNC(C)=O", "homo_energy_ha": -0.3243, "species": ["C", "C", "N", "C", "N", "C", "O", "C", "C", "C", "C", "C", "N", "C", "C", "C", "P", "O", "O", "O", "C", "C", "O", "H", "H", "H", "H", "H", "H", "H", "H", "H", "H", "H", "H", "H", "H", "H", "H", "H", "H", "C", "C", "O", "N", "C", "H", "H", "H", "H", "H", "H", "H", "C", "C", "O", "N", "C", "H", "H", "H", "H", "H", "H", "H", "C", "C", "O", "N", "C", "H", "H", "H", "H", "H", "H", "H", "C", "C", "O", "N", "C", "H", "H", "H", "H", "H", "H", "H"], "xyz": [[7.648, 1.488, 3.105], [6.090, 1.151, 2.721], [4.986, 1.901, 3.146], [5.799, -0.134, 1.745], [5.703, 0.188, 0.270], [4.198, 0.159, -0.068], [3.408, -0.916, -0.167], [3.899, 1.765, -0.210], [2.514, 2.640, -0.243], [1.057, 1.896, -0.127], [0.149, 2.839, 0.913], [-0.967, 1.970, 1.744], [-0.574, 2.048, 3.234], [2.546, 4.309, -0.353], [3.994, 5.112, -0.432], [5.384, 4.184, -0.383], [7.051, 5.115, -0.417], [7.419, 5.503, -1.904], [8.297, 4.270, 0.457], [6.779, 6.630, 0.471], [5.338, 2.548, -0.286], [6.511, 1.404, -0.222], [7.811, 1.432, -0.540], [7.793, 1.316, 4.256], [7.840, 2.617, 2.783], [8.353, 0.790, 2.448], [4.103, 1.501, 2.745], [6.555, -1.019, 1.883], [4.732, -0.562, 2.066], [0.566, 1.840, -1.198], [1.219, 0.798, 0.294], [0.940, 3.244, 1.709], [-0.288, 3.715, 0.269], [-1.075, 0.857, 1.366], [-2.011, 2.527, 1.628], [0.371, 1.564, 3.266], [-0.357, 3.063, 3.463], [1.530, 4.926, -0.379], [3.999, 6.285, -0.483], [9.071, 4.127, -0.175], [6.220, 6.365, 1.285], [-4.575, 4.677, 2.441], [-4.455, 3.552, 1.452], [-3.364, 3.135, 1.068], [-5.601, 2.988, 0.976], [-6.967, 3.329, 1.297], [-3.577, 5.020, 2.726], [-5.114, 5.516, 1.992], [-5.091, 4.331, 3.341], [-5.435, 2.238, 0.315], [-7.450, 2.439, 1.708], [-7.472, 3.613, 0.370], [-7.035, 4.146, 2.016], [-8.846, -1.091, -1.059], [-7.877, -0.111, -0.459], [-8.200, 1.044, -0.190], [-6.605, -0.534, -0.211], [-6.032, -1.837, -0.451], [-9.817, -0.606, -1.197], [-8.485, -1.424, -2.036], [-8.979, -1.945, -0.390], [-6.015, 0.184, 0.193], [-5.673, -2.230, 0.504], [-5.183, -1.714, -1.129], [-6.748, -2.534, -0.886], [-2.668, -4.666, -1.378], [-2.538, -3.541, -0.389], [-3.444, -3.248, 0.389], [-1.373, -2.834, -0.369], [-0.200, -3.016, -1.191], [-3.651, -5.133, -1.272], [-2.576, -4.282, -2.397], [-1.904, -5.424, -1.185], [-1.364, -2.094, 0.324], [0.648, -3.217, -0.531], [-0.019, -2.084, -1.733], [-0.312, -3.836, -1.901], [-0.691, -7.547, -3.820], [0.278, -6.567, -3.219], [-0.045, -5.411, -2.950], [1.550, -6.990, -2.971], [2.123, -8.293, -3.211], [-1.662, -7.062, -3.958], [-0.330, -7.880, -4.796], [-0.824, -8.401, -3.150], [2.140, -6.272, -2.567], [2.482, -8.686, -2.257], [2.972, -8.170, -3.889], [1.407, -8.990, -3.647]]}

{"formula": "C8H10INO4", "method": "wB97M-V/def2-TZVPD", "multiplicity": 3, "total_charge": 0, "homo_lumo_gap_ha": [0.336, 0.247], "homo_energy_ha": [-0.3269, -0.3486], "species": ["C", "C", "C", "C", "C", "C", "C", "C", "N", "O", "O", "O", "O", "I", "H", "H", "H", "H", "H", "H", "H", "H", "H", "H"], "xyz": [[-0.768, 1.668, -0.843], [-1.154, -0.374, 0.693], [0.537, 0.929, -1.100], [0.226, -0.877, 0.592], [-1.606, 0.763, -0.055], [1.196, 0.222, 0.110], [2.467, -0.589, -0.353], [1.579, 1.233, 1.174], [-3.940, -2.519, -0.737], [-1.012, 2.775, -1.273], [-1.940, -1.135, 1.292], [-2.970, -3.074, -0.456], [-4.381, -1.392, -0.631], [-3.637, 1.128, 0.232], [0.132, 0.210, -1.882], [1.314, 1.605, -1.670], [0.510, -1.137, 1.627], [0.308, -1.693, -0.064], [2.621, -1.205, 0.618], [3.379, 0.103, -0.537], [2.094, -1.033, -1.163], [1.009, 0.870, 2.010], [1.387, 2.304, 0.909], [2.650, 1.216, 1.505]]}